{
  "formula": "C3H14NO3S",
  "method": "wB97M-V/def2-TZVPD",
  "fmax_ev_per_a": 1.19,
  "gap_ha": [0.393, 0.253],
  "total_charge": 0,
  "spin_multiplicity": 2,
  "s2": 0.75,
  "homo_ev": [-10.4, -10.1],
  "symbols": ["C", "C", "C", "S", "N", "H", "H", "H", "H", "H", "H", "H", "H", "H", "H", "O", "H", "H", "O", "H", "H", "O"],
  "positions_angstrom": [[-0.89, 1.08, -1.10], [-1.03, 0.31, 0.21], [-0.74, -1.20, -0.02], [0.96, -1.63, -0.21], [-0.19, 0.92, 1.23], [-0.97, 2.15, -0.92], [-1.67, 0.79, -1.81], [0.05, 0.84, -1.59], [-2.06, 0.36, 0.51], [-1.15, -1.70, 0.87], [-1.35, -1.55, -0.85], [-0.47, 0.63, 2.17], [0.74, 0.48, 1.18], [0.72, -2.79, 2.89], [1.79, -2.16, 1.94], [1.59, -2.38, 2.86], [1.42, -1.79, -2.72], [0.51, -0.91, -3.60], [1.22, -1.55, -3.64], [0.07, 2.76, 1.15], [1.12, 3.60, 0.46], [0.33, 3.70, 0.99]]
}